(1)
Below is the ion C7H13N2O2S with charge +1 at a distorted geometry, with properties calculated with the ωB97M-V functional and the def2-TZVPD basis.

Relative energy (zero: lowest compared OMol25 entry of this formula, charge and spin) ... 49.6 kcal/mol
Total charge ... +1
E ... -932.38569 Eh
HOMO-LUMO gap ... 9.47 eV
LUMO energy ... -0.1516 Ha

The geometry in XYZ format:
```
25
Properties=species:S:1:pos:R:3:forces:R:3:lowdin_charge:R:1
S 4.260227 0.136074 0.428085 1.755 -0.758 -1.134 0.93
H 0.986622 -1.176473 0.534605 -0.255 -1.239 -1.356 0.06
C 0.217880 0.468520 1.260323 0.908 0.401 -1.854 -0.18
H 3.142230 -1.212760 -1.839174 1.066 -1.040 0.298 0.06
H -4.758699 -1.083453 0.452652 0.391 0.786 -0.382 0.08
H -3.683265 -1.297140 -0.939890 -0.144 0.023 -0.328 0.07
C -3.732458 -0.912816 0.068327 0.221 -2.240 1.053 -0.08
N 1.145017 -0.661470 1.352729 -0.010 2.963 0.249 0.10
C 2.876444 0.444225 -0.522763 -1.222 -0.294 0.198 -0.72
H -3.168612 0.866578 -0.940806 0.020 0.417 0.464 0.13
C 0.921166 1.644490 0.510851 2.623 -1.133 -0.490 0.09
C -1.016975 0.046655 0.379433 2.941 -0.855 1.973 -0.55
C -3.238862 0.549965 0.105993 -2.060 -0.870 0.285 -0.14
H 1.703713 -0.462190 -2.287010 0.525 0.942 1.130 0.12
N 1.995058 1.262915 -0.081025 -1.123 1.198 -0.020 0.09
H 3.260147 0.410441 -2.595341 -0.690 -1.114 0.990 0.14
H -0.117122 0.981058 2.141261 -0.262 -0.637 0.941 0.15
H 5.069786 -0.472440 -0.618784 -1.404 0.945 1.541 0.00
H 0.912311 -1.230470 2.106589 -0.414 -1.115 1.638 0.08
O -1.956725 0.785825 0.747944 -3.782 2.119 0.180 0.06
O -1.020188 -0.922111 -0.304431 0.402 -0.623 -1.454 0.15
H -3.190676 -1.749332 0.638783 -0.178 1.749 -0.469 0.11
H -4.049474 1.079012 0.680603 1.477 0.170 -0.640 0.14
H 0.731537 2.758957 0.547730 -0.346 -1.497 -0.137 0.18
C 2.710913 -0.254064 -1.826674 -0.440 1.700 -2.678 -0.06
```
Positions in Å, forces in eV/Å.

(2)
Below is a structure of composition CH8BGaNO2Pt at a distorted geometry, with properties calculated with the ωB97M-V functional and the def2-TZVPD basis.

Total charge ... +1
E ... -2316.53378 Eh
HOMO-LUMO gap ... 3.40 eV
LUMO energy ... -0.3381 Ha

The geometry in XYZ format:
```
15
Properties=species:S:1:pos:R:3:forces:R:3:lowdin_charge:R:1
H 1.610602 0.641094 -2.214950 -0.534 0.250 0.245 0.05
H -1.317804 -2.226194 -0.961677 -0.376 1.050 -1.028 0.13
N 2.103739 -1.087285 0.162849 0.217 0.849 0.433 -0.03
O -2.359574 -0.614096 0.881820 1.420 -0.759 -1.741 -0.07
Ga 1.566613 0.616114 -0.595276 -0.071 -0.194 0.422 0.48
H 2.984915 -1.465529 -0.248590 -0.741 0.480 0.945 0.04
H -2.737878 0.292291 1.082585 -1.967 0.397 -1.518 0.01
H -0.882534 1.789184 -0.873942 0.731 -1.532 1.633 0.12
C -0.452619 0.977416 -0.113682 -2.690 -0.576 -1.647 -0.18
O -1.340327 -1.324393 -1.398663 0.120 1.678 4.981 0.07
Pt -1.737878 0.502122 2.462122 1.906 0.796 1.110 0.83
H -0.563485 1.481137 0.959118 0.625 -0.346 -0.118 0.03
B -1.397115 -0.362982 -0.241649 0.676 -1.248 -2.405 -0.49
H 2.105428 -1.095960 1.206813 0.196 -0.621 -1.213 0.03
H 2.417919 1.877083 -0.106879 0.488 -0.224 -0.098 -0.02
```
Positions in Å, forces in eV/Å.

(3)
Below is a cluster of 3 separate species, C4H13N2O in total at a distorted geometry, with properties calculated with the ωB97M-V functional and the def2-TZVPD basis.

Relative energy (zero: lowest compared OMol25 entry of this formula, charge and spin) ... 98.6 kcal/mol
Total charge ... +1
E ... -344.60977 Eh
HOMO-LUMO gap ... 6.50 eV
LUMO energy ... -0.2668 Ha

The geometry in XYZ format:
```
20
Properties=species:S:1:pos:R:3:forces:R:3:lowdin_charge:R:1
N 1.527305 -3.295416 1.596718 -0.348 0.271 -0.407 0.03
H -2.178313 0.146705 0.734650 0.358 -0.183 0.428 0.10
H -1.353488 -0.581681 -2.129779 0.112 -0.171 0.115 0.13
C -1.348060 0.012728 -1.223145 0.020 -0.224 -0.681 -0.11
O 1.306309 -0.747364 0.271229 0.033 0.321 -0.146 -0.07
H 0.452254 -0.624254 -0.142642 0.085 -0.541 0.111 -0.04
H -1.281666 1.989993 0.551700 -0.121 0.058 0.144 0.11
H -0.499693 1.572612 -2.357976 0.338 0.100 -0.069 0.14
H 1.354609 2.869739 -0.131678 0.140 0.098 0.065 0.10
H -2.501898 -1.419993 -0.216867 0.303 -0.076 0.336 0.11
C -0.600219 2.251127 -0.254349 -0.892 -0.319 1.234 -0.23
H 1.275121 -1.585268 0.783062 0.092 -0.056 0.209 0.00
H 1.198990 1.268364 0.122597 0.159 -0.315 0.494 0.05
H -0.873376 3.264440 -0.529381 0.290 0.156 -0.286 0.14
C -1.969201 -0.478075 -0.119140 -0.946 0.633 -0.699 0.22
H 0.774439 -3.820744 2.015207 -0.087 -0.054 0.248 0.03
C -0.799020 1.298157 -1.354805 0.198 0.306 0.344 0.10
N 0.767338 2.168838 0.306452 -0.139 0.211 -1.438 0.12
H 2.362709 -3.457141 2.140275 0.116 -0.015 0.009 0.04
H 1.655726 -3.694068 0.675463 0.289 -0.200 -0.009 0.04
```
Positions in Å, forces in eV/Å.

(4)
Below is a structure of composition C4H12O12S2Y at a distorted geometry, with properties calculated with the ωB97M-V functional and the def2-TZVPD basis.

Total charge ... -1
E ... -1896.81995 Eh
HOMO-LUMO gap ... 2.61 eV
LUMO energy ... -0.0601 Ha

The geometry in XYZ format:
```
31
Properties=species:S:1:pos:R:3:forces:R:3:lowdin_charge:R:1
O 15.146000 -12.214040 12.617760 -0.913 -0.897 0.800 -0.33
H 19.023910 -3.788800 16.481040 0.006 0.062 -0.142 0.07
H 12.745820 -5.847220 14.558750 -0.405 -0.229 0.373 0.12
C 20.098820 -6.173900 18.211460 -0.107 1.188 1.016 -0.29
O 15.621880 -9.953600 12.075200 -1.602 3.355 -0.888 -0.28
O 18.833500 -6.191820 10.612930 -1.847 1.108 0.022 -0.35
C 20.347080 -4.821930 17.528710 -0.428 -1.525 -0.462 -0.20
O 14.694440 -6.983720 16.538230 -0.120 -0.952 -1.274 -0.14
H 12.927770 -4.278780 15.396870 -0.217 -0.003 0.233 0.12
H 20.608200 -7.907580 17.754370 -0.127 -0.393 -0.527 0.09
H 12.919370 -6.090340 17.159080 -0.400 -0.259 -0.380 0.11
O 17.185300 -10.952740 13.045620 2.589 0.011 2.306 -0.31
O 16.722340 -11.794860 10.849480 -0.472 0.715 0.703 -0.32
O 20.552370 -7.217920 11.538270 1.086 -0.527 2.367 -0.34
H 20.337030 -4.008890 18.254630 -0.317 0.020 -0.024 0.12
Y 17.679980 -7.325620 14.086330 0.123 -0.351 -1.066 1.53
O 19.326940 -4.699720 16.482040 1.040 0.157 1.000 -0.14
S 20.201790 -6.605970 10.249470 1.148 0.638 0.104 0.15
S 16.133180 -11.316720 12.110740 0.663 -2.525 -2.525 0.14
H 19.175830 -6.099810 18.786530 -0.368 -0.138 -0.056 0.11
H 20.883760 -6.395840 18.934450 0.217 0.561 0.248 0.12
H 21.365340 -4.909860 17.149880 -0.085 0.432 -0.730 0.11
H 14.313350 -4.414880 13.755430 0.499 -0.007 -0.393 0.09
O 20.175360 -7.710550 9.332850 -0.156 -0.920 -1.800 -0.28
O 20.072840 -7.241580 17.316850 0.020 -0.449 -0.479 -0.11
O 14.570900 -5.037190 14.439520 0.860 0.593 -0.433 -0.13
H 14.377000 -5.189800 17.137490 -0.395 1.085 -0.254 0.11
C 13.405160 -5.232400 15.171450 0.239 -1.602 1.470 -0.24
C 13.795110 -5.892460 16.541000 0.244 1.355 0.591 -0.24
H 14.661890 -7.394270 17.405400 -0.010 -0.078 -0.047 0.09
O 21.085420 -5.510910 9.857410 -0.765 -0.423 0.244 -0.37
```
Positions in Å, forces in eV/Å.

(5)
Below is a cluster of 18 separate species, C6H45N2O17 in total at a distorted geometry, with properties calculated with the ωB97M-V functional and the def2-TZVPD basis.

Relative energy (zero: lowest compared OMol25 entry of this formula, charge and spin) ... 105.7 kcal/mol
Total charge ... +1
E ... -1643.86682 Eh
HOMO-LUMO gap ... 9.86 eV
LUMO energy ... -0.1049 Ha

The geometry in XYZ format:
```
70
Properties=species:S:1:pos:R:3:forces:R:3:lowdin_charge:R:1
H 2.964080 7.881600 -3.625140 -0.153 -0.269 0.136 0.02
H -2.069850 11.466330 8.443890 -0.265 -0.076 0.025 0.03
O 2.923910 5.600180 -1.303170 -0.134 0.309 -0.028 -0.06
H 0.740170 8.663990 -6.314290 0.116 0.162 0.185 0.02
H -1.610440 20.280570 0.930310 0.041 0.263 0.024 0.04
O 2.362450 3.615200 4.399590 -0.010 0.247 0.075 -0.05
H 1.843580 12.526910 10.186120 -0.273 -0.102 0.020 0.02
H 0.344030 17.674460 -1.851690 0.217 0.061 0.140 0.03
H 1.844500 15.393400 -5.403430 0.230 -0.074 0.060 0.03
O -6.616320 13.427280 1.276100 0.012 -0.305 -0.207 -0.05
H -1.244620 10.466460 -1.576310 0.202 -0.086 0.496 0.08
H 0.892480 7.970290 9.610700 -0.008 -0.059 0.247 0.03
H -2.221980 11.584600 0.390090 0.139 0.223 0.457 0.13
N -0.222640 11.700060 1.038650 2.607 -1.339 0.144 -0.05
C 0.914520 11.484260 3.084200 -3.039 2.580 -3.837 0.06
O 0.217200 8.162230 -6.939570 -0.204 -0.011 0.045 -0.05
H -5.033930 7.075600 -3.484270 -0.004 0.035 -0.250 0.03
H -1.432180 13.134880 -0.013260 0.343 -0.061 0.589 0.13
C -1.292040 12.057490 0.074360 -0.453 -1.173 -2.548 -0.11
H 3.783910 5.513910 -1.714490 0.251 -0.036 -0.106 0.03
H 1.226370 11.546820 4.116300 -0.078 0.170 -0.207 0.14
O 0.970380 15.633960 -5.710490 -0.243 0.012 0.271 -0.05
H -6.729480 14.257280 0.812940 -0.091 0.241 -0.089 0.03
C 0.857430 10.886630 0.911990 1.565 -0.639 0.862 0.03
H 1.092790 15.855290 -6.633660 -0.013 0.088 -0.272 0.03
H 1.881360 2.788660 4.439670 -0.149 -0.219 0.080 0.03
H 0.862110 7.729930 -7.499430 0.107 -0.140 -0.206 0.03
O -0.415980 17.731050 -2.430840 -0.247 0.065 0.209 -0.05
H -1.004610 16.465220 7.561170 -0.035 0.189 0.206 0.03
O -1.844370 19.361250 1.058270 -0.058 -0.251 0.258 -0.05
H -1.688650 12.009790 -2.153350 0.011 0.428 0.403 0.08
H -7.783260 10.791420 -2.518670 -0.159 0.061 -0.207 0.03
O -3.682980 15.208560 -6.645010 -0.065 -0.185 -0.099 -0.05
H 1.155420 10.292570 0.060700 -0.170 0.257 -0.074 0.16
H -0.893610 12.870340 2.592880 0.065 -0.195 0.448 0.13
H 3.823240 8.484330 -4.716220 0.180 -0.011 -0.212 0.03
H -5.974500 13.619490 1.959730 0.091 0.078 0.277 0.02
H -0.003440 11.746740 -1.666700 -0.045 -0.052 -0.319 0.07
N 1.590990 10.813460 2.111620 -2.383 1.403 -1.157 -0.11
O -1.016120 15.747220 6.928260 -0.163 -0.297 -0.055 -0.05
H -0.201230 17.156220 -3.165470 0.037 -0.130 -0.355 0.02
H 2.878350 3.553870 3.595650 0.162 -0.026 -0.162 0.02
O -1.166980 11.731500 8.619230 0.255 -0.233 0.003 -0.05
O -6.434180 14.526590 6.149690 -0.034 -0.233 -0.030 -0.05
O -7.345500 10.320370 -1.809660 0.183 -0.258 -0.024 -0.05
C -0.162170 12.132620 2.297670 0.766 -0.107 4.291 -0.01
H -4.755540 17.502620 3.577360 -0.150 0.164 0.105 0.03
O -4.194730 16.855290 3.149940 -0.038 -0.381 0.011 -0.06
H -1.903500 19.003140 0.172550 -0.015 -0.102 -0.321 0.02
H -2.777420 15.484530 -6.503450 0.264 0.055 -0.010 0.02
H 2.841200 4.820500 -0.754080 -0.095 -0.223 0.116 0.03
H 3.724060 10.254000 1.882980 -0.465 0.910 -0.213 0.11
H -6.934120 15.330340 6.292120 -0.192 0.169 0.062 0.03
O -5.142580 6.745440 -2.592400 0.183 -0.196 0.114 -0.05
H -4.185070 15.684280 -5.983340 -0.182 0.132 0.125 0.03
H 2.482790 9.074870 2.114560 0.532 -0.423 -0.206 0.11
H -5.489240 7.490350 -2.101310 -0.216 0.208 0.140 0.02
H 0.335360 8.640710 8.372940 -0.186 0.199 -0.052 0.02
O 3.343470 8.709750 -3.919200 -0.084 0.248 0.105 -0.06
C -1.042230 11.526180 -1.420990 0.441 0.284 1.342 -0.05
H 3.011760 9.888670 3.457840 -0.472 1.018 0.167 0.11
O 1.036920 8.060600 8.668780 0.187 -0.083 -0.191 -0.05
O 2.715120 12.903950 10.065780 0.054 0.209 -0.175 -0.06
H -0.228010 15.879160 6.401290 0.200 0.052 -0.119 0.03
C 2.785350 10.079820 2.408890 0.404 -3.261 -0.627 -0.01
H -3.612860 17.372340 2.592880 0.226 0.242 -0.163 0.02
H 3.299570 12.314280 10.542170 0.185 -0.123 0.122 0.03
H -7.088470 11.003570 -1.190460 0.019 0.186 0.273 0.02
H -1.138930 12.658620 8.382800 0.032 0.340 -0.056 0.02
H -5.544650 14.827080 5.963490 0.264 0.073 -0.049 0.02
```
Positions in Å, forces in eV/Å.